(1)
Density functional theory data (ωB97M-V/def2-TZVPD) for a structure of composition C37H50N4OP2Si2Tl.

```
97
Properties=species:S:1:pos:R:3
Tl 1.70752 0.99613 1.13731
C 4.64470 -0.04766 -3.77212
Si 4.26237 0.04355 -1.92333
C 4.81689 -1.58996 -1.16276
C 5.36568 1.38761 -1.20403
N 2.66113 0.43593 -1.58874
P 1.22253 -0.21090 -1.74078
C 0.21464 0.09265 -0.44040
P -1.19285 0.93851 -0.14773
N -1.20363 1.59808 1.28352
Si -1.89923 2.26782 2.63495
C -3.50972 1.45486 3.21195
C -2.30268 4.09771 2.41892
C -0.68294 2.13654 4.07188
C -1.50750 2.25791 -1.38908
C -2.32948 2.10638 -2.50085
C -2.45587 3.12823 -3.43414
C -1.76070 4.31537 -3.26588
C -0.93473 4.47700 -2.15932
C -0.81170 3.45572 -1.23152
C -2.67796 -0.12493 -0.36766
C -2.53389 -1.45228 -0.75195
C -3.64548 -2.27683 -0.88562
C -4.91476 -1.77430 -0.63928
C -5.07049 -0.44521 -0.26001
C -3.95771 0.37016 -0.12574
C 0.47824 0.26270 -3.34726
C 0.94341 1.39271 -4.00977
C 0.35920 1.80260 -5.20141
C -0.68767 1.07599 -5.74932
C -1.16102 -0.05392 -5.09325
C -0.58572 -0.45084 -3.89595
C 1.42482 -2.02907 -1.94443
C 1.36467 -2.83570 -0.80999
C 1.65203 -4.19107 -0.89246
C 1.99280 -4.76100 -2.11217
C 2.04687 -3.96693 -3.25034
C 1.76818 -2.60968 -3.16379
H 5.70622 -0.23306 -3.96069
H 4.36745 0.88453 -4.27179
H 4.07554 -0.85467 -4.24038
H 5.88760 -1.75671 -1.31665
H 4.27532 -2.43634 -1.59202
H 4.62335 -1.58774 -0.08621
H 6.42543 1.18065 -1.37802
H 5.20602 1.47371 -0.12624
H 5.12762 2.35591 -1.65146
H -4.33838 1.70484 2.54531
H -3.77638 1.80182 4.21540
H -3.43511 0.36509 3.23819
H -3.01067 4.24097 1.59815
H -1.39766 4.65857 2.17142
H -2.73694 4.53359 3.32359
H -0.35206 1.09944 4.17217
H -1.10832 2.46371 5.02529
H 0.20791 2.73622 3.86690
H -2.87239 1.18080 -2.64826
H -3.09116 2.98752 -4.30058
H -1.85534 5.11059 -3.99579
H -0.38578 5.40105 -2.02156
H -0.17264 3.57985 -0.36354
H -1.53093 -1.83068 -0.92807
H -3.51826 -3.31171 -1.18070
H -5.78302 -2.41435 -0.74197
H -6.06029 -0.04812 -0.06815
H -4.07771 1.40737 0.16741
H 1.77047 1.94216 -3.57495
H 0.72262 2.69180 -5.70267
H -1.13969 1.39172 -6.68223
H -1.98296 -0.62234 -5.51261
H -0.96333 -1.32900 -3.38282
H 1.11265 -2.38593 0.14470
H 1.61511 -4.80146 0.00217
H 2.21622 -5.81933 -2.17675
H 2.31128 -4.40448 -4.20594
H 1.81581 -1.99537 -4.05577
C 2.79696 -0.84286 4.76447
N 1.43027 -1.32139 4.77219
C 0.66660 -1.04969 5.97172
C -0.58318 -1.90504 5.98711
C -1.37007 -1.65114 4.71837
N -0.52148 -1.77207 3.54901
C -1.20675 -1.91562 2.27554
C 0.83152 -1.58433 3.55577
O 1.50135 -1.67385 2.52880
H 3.33354 -1.26108 5.61955
H 2.83720 0.25049 4.82319
H 3.27751 -1.15600 3.84337
H 0.40253 0.01444 6.04123
H 1.30129 -1.28194 6.83112
H -1.19449 -1.66968 6.85953
H -0.29872 -2.95875 6.04240
H -1.83297 -0.65692 4.74904
H -2.18136 -2.37791 4.62139
H -1.53244 -2.94935 2.11724
H -0.55198 -1.60727 1.46390
H -2.08289 -1.26449 2.26274
```

The calculation puts the gap between HOMO and LUMO at 6.58 eV. The charge is -1.

=====

(2)
Density functional theory data (ωB97M-V/def2-TZVPD) for a structure of composition C37H51AsIrN8O6S2Si2.

```
108
Properties=species:S:1:pos:R:3
Ir 0.69992 1.60860 -0.07002
C 0.47926 4.28864 1.37116
N 0.58557 3.74300 -0.01170
C 1.78330 4.26413 -0.72178
C 2.92894 3.36125 -0.37815
N 2.71382 2.13579 0.05635
C 3.96420 1.58562 0.32997
C 4.30800 0.35122 0.87148
C 5.65340 0.10112 1.03623
C 6.63259 1.04686 0.68266
C 6.29656 2.28047 0.16479
C 4.93795 2.52897 0.00245
N 4.24008 3.65060 -0.43974
C 0.06929 3.23257 2.33796
N 0.22959 1.95933 2.09952
C -0.12507 1.29650 3.27760
C -0.09988 -0.05501 3.61922
C -0.51265 -0.39589 4.88954
C -0.93732 0.57208 5.81495
C -0.94282 1.91461 5.50008
C -0.51999 2.24903 4.21862
N -0.37873 3.47818 3.58526
H 1.46995 4.63773 1.67348
H -0.19339 5.14745 1.39412
H -0.24882 3.99968 -0.53172
H 1.58521 4.24062 -1.79403
H 2.00125 5.29607 -0.43749
H 3.56089 -0.37381 1.16164
H 5.96350 -0.84203 1.46467
H 7.67594 0.80677 0.83477
H 7.04988 3.01365 -0.08885
H 4.64283 4.52448 -0.73706
H 0.25757 -0.81304 2.93665
H -0.49991 -1.43596 5.18543
H -1.25341 0.25723 6.79986
H -1.24896 2.66493 6.21658
H -0.56173 4.38212 3.98814
O -3.13981 -0.16004 -7.19083
C -2.03936 -0.42349 -6.46837
O -1.14212 -1.06792 -6.92627
C -1.98077 0.11279 -5.06280
C -3.10195 0.42071 -4.30195
C -2.96260 0.84695 -2.98950
C -1.69689 0.96053 -2.43082
S -1.54829 1.51741 -0.74244
C -0.57137 0.68023 -3.19528
C -0.71650 0.25290 -4.50214
H -3.71763 0.47507 -6.75264
H -4.10109 0.30426 -4.70570
H -3.83646 1.07575 -2.39396
H 0.41160 0.80765 -2.76773
H 0.14435 0.00864 -5.11085
C -5.87824 1.21097 1.89572
Si -4.55640 1.97574 0.82658
C -5.22186 2.57054 -0.80797
C -3.67880 3.37616 1.70855
As -2.90558 0.26912 0.67192
Si -3.94817 -1.52321 -0.57367
C -5.45438 -1.01128 -1.54430
C -4.45755 -2.54927 0.89474
C -2.68864 -2.37765 -1.65953
H -6.68460 1.92895 2.06607
H -5.48273 0.91668 2.86963
H -6.32251 0.33070 1.42749
H -5.94868 3.36893 -0.63776
H -5.72921 1.77340 -1.35380
H -4.43001 2.98026 -1.43908
H -4.25388 4.30197 1.62796
H -2.69394 3.55316 1.26879
H -3.54584 3.14292 2.76682
H -6.22307 -0.58661 -0.89594
H -5.88111 -1.90082 -2.01649
H -5.23648 -0.29479 -2.33735
H -5.14305 -3.33652 0.56911
H -4.97934 -1.95528 1.64970
H -3.59679 -3.02210 1.36939
H -2.90343 -2.19300 -2.71353
H -2.73284 -3.45704 -1.49375
H -1.66720 -2.04474 -1.47087
C 6.10623 -4.45966 1.09651
C 4.74354 -5.04624 1.43036
S 3.38784 -4.02622 0.92714
O 3.57091 -2.68923 1.44869
O 2.15776 -4.71916 1.21065
C 3.51992 -3.89913 -0.85794
C 2.15392 -3.61899 -1.48281
N 1.42699 -2.50381 -0.85552
C 1.71623 -1.19423 -1.00952
N 0.93887 -0.45329 -0.21601
C 0.14210 -1.31961 0.48709
C 0.43676 -2.57672 0.09732
N -0.32370 -3.74716 0.46153
O -0.93439 -3.66661 1.50542
O -0.33104 -4.68662 -0.30384
C 2.68624 -0.69304 -2.01658
H 6.88395 -5.12221 1.47212
H 6.23170 -3.48697 1.56838
H 6.25582 -4.35713 0.02120
H 4.58825 -5.13879 2.50794
H 4.56739 -6.02489 0.98238
H 3.88065 -4.85450 -1.24235
H 4.26037 -3.12916 -1.07078
H 1.51773 -4.49182 -1.39608
H 2.27526 -3.38731 -2.54011
H -0.61415 -0.99494 1.17934
H 2.38871 -1.01465 -3.01722
H 3.69707 -1.05257 -1.82568
H 2.70549 0.39254 -1.99135
```

The calculation puts the gap between HOMO and LUMO (spin up / spin down) at 8.24 / 7.54 eV. As for the expectation value of S²: 0.7524. The multiplicity is 2. The charge is +2.

=====

> What is the charge in the first record?

-1

=====

> Number 1 is which compound?

C37H50N4OP2Si2Tl

=====

> What is the formula in the first record?

C37H50N4OP2Si2Tl